Below is C51H49ClFeN6PSSe2 as an isolated structure, with properties calculated with the ωB97M-V functional and the def2-TZVPD basis.

```
112
C51H49ClFeN6PSSe2, DFT the ωB97M-V functional and the def2-TZVPD basis
Fe 0.36725 0.59222 -1.58184
Se -3.13085 7.48788 -1.15069
N -2.21982 6.46905 -0.01042
C -1.87539 5.38201 -0.65439
C -1.11824 4.30771 -0.05408
C -0.70349 4.32424 1.27454
C 0.04050 3.27268 1.76480
C 0.36807 2.23561 0.90084
N -0.02906 2.19207 -0.36438
C -0.77981 3.20376 -0.86048
C -1.17848 3.12821 -2.24475
N -0.76544 2.05406 -2.95609
C -1.05208 2.00219 -4.24331
C -1.80739 2.96637 -4.90353
C -2.25980 4.05269 -4.18966
C -1.93224 4.15925 -2.84112
C -2.29045 5.30157 -2.03239
N -2.97325 6.32276 -2.48694
H -0.95984 5.17467 1.89273
H 0.38034 3.25316 2.79034
H 0.97869 1.40047 1.23094
H -0.65713 1.15149 -4.78220
H -2.01746 2.85676 -5.95749
H -2.84078 4.83558 -4.65849
C -5.07142 -4.52389 -4.27336
C -5.18702 -3.94873 -3.01537
C -4.36781 -2.88923 -2.65549
C -3.42503 -2.39590 -3.55535
C -3.33777 -2.95925 -4.82673
C -4.15573 -4.02106 -5.18487
P -2.24420 -1.04492 -3.16609
C -3.24920 -0.17170 -1.89809
C -2.86234 -0.00163 -0.57538
C -3.61017 0.79667 0.28149
C -4.74660 1.44168 -0.17878
C -5.15599 1.25918 -1.49522
C -4.41274 0.45973 -2.34762
C -0.91167 -1.95167 -2.27456
C -1.03084 -3.31561 -1.99874
C 0.06814 -4.05301 -1.58910
C 1.31080 -3.45268 -1.52087
C 1.44116 -2.09285 -1.77879
C 0.34666 -1.29224 -2.11851
H -5.69453 -5.36705 -4.54367
H -5.92080 -4.32802 -2.31474
H -4.45233 -2.45170 -1.66822
H -2.61164 -2.56202 -5.52650
H -4.08422 -4.45011 -6.17633
H -1.98693 -0.51749 -0.19884
H -3.29821 0.91877 1.31370
H -5.31887 2.08383 0.47983
H -6.05317 1.74710 -1.85610
H -4.72640 0.32475 -3.37744
H -1.98691 -3.81531 -2.10235
H -0.04652 -5.10233 -1.34302
H 2.18569 -4.03700 -1.25760
H 2.42926 -1.65414 -1.73420
C -3.42983 -0.73490 4.15498
N -2.08246 -0.81888 3.61879
C -1.28181 0.37194 3.81574
C -1.72316 -1.74872 2.69550
S -0.49724 -1.48191 1.58805
N -2.43299 -2.92242 2.72096
C -2.26962 -3.85470 1.61640
C -2.63729 -3.60492 3.99336
H -3.84738 0.24964 3.92708
H -3.43345 -0.85701 5.24158
H -4.06817 -1.48960 3.70474
H -1.45358 0.74786 4.82602
H -1.53969 1.15714 3.09711
H -0.22836 0.13391 3.69467
H -2.28983 -3.32509 0.66915
H -3.09354 -4.56999 1.65045
H -1.32157 -4.39795 1.68211
H -2.55613 -2.91603 4.82839
H -1.87827 -4.38444 4.12141
H -3.62052 -4.07786 4.01011
Cl 4.87439 -0.28738 -2.14935
C 4.37393 1.16191 -1.32890
C 5.22140 1.68656 -0.36959
C 4.93354 2.90402 0.22698
C 3.80574 3.60766 -0.18941
C 2.96312 3.07958 -1.14245
C 3.18121 1.80822 -1.73751
C 2.28250 1.26953 -2.70979
H 6.11092 1.13610 -0.08944
H 5.59388 3.30011 0.98776
H 3.59416 4.58295 0.23510
H 2.09529 3.63922 -1.47483
H 2.61758 0.41575 -3.28179
H 1.70321 1.99577 -3.27293
C 7.80590 -0.76795 4.54411
C 6.56305 -0.75852 3.69892
C 5.57640 0.20204 3.88181
C 4.41189 0.19902 3.12837
C 3.37655 1.26186 3.37394
C 4.22511 -0.80386 2.15525
Se 2.62584 -0.83425 1.14217
C 5.22050 -1.78239 1.95064
C 5.07916 -2.86223 0.91738
C 6.37059 -1.73109 2.72378
H 7.79881 0.04781 5.26536
H 8.69792 -0.67449 3.92266
H 7.88369 -1.70875 5.09192
H 5.71189 0.96524 4.64066
H 3.58888 1.80214 4.29720
H 2.38208 0.82123 3.44265
H 3.36998 1.97138 2.54298
H 4.06708 -3.26485 0.90360
H 5.78024 -3.67534 1.10690
H 5.28223 -2.45914 -0.07393
H 7.13971 -2.48262 2.57810
```

Computed properties:
⟨S²⟩: 8.797
frontier orbital gap (spin up / spin down): 4.5622 / 5.1002 eV
LUMO level (spin up / spin down): -0.0406 / -0.0475 Eh
2S+1: 6
energy above the lowest of the compared OMol25 structures with the same formula, charge and spin: 13.87 kcal/mol

=====

Below is C51H50AsBr2N5OPRu as an isolated structure, with properties calculated with the ωB97M-V functional and the def2-TZVPD basis.

```
112
C51H50AsBr2N5OPRu, DFT the ωB97M-V functional and the def2-TZVPD basis
Ru -1.46502 -1.37240 -0.64094
C -2.58003 2.30547 4.34373
C -3.52895 1.89560 3.41614
C -3.13950 1.52838 2.13847
C -1.79279 1.59265 1.76851
C -0.84488 2.00636 2.70379
C -1.24005 2.35995 3.98612
P -1.32409 0.97214 0.12106
C 0.26505 1.75494 -0.24694
C 1.29962 0.96491 -0.74515
C 2.53729 1.52283 -1.03371
C 2.75058 2.87574 -0.80789
C 1.73800 3.66142 -0.27284
C 0.49904 3.10728 0.01206
C -2.66638 1.70371 -0.84424
C -2.91304 3.03535 -1.05088
C -4.13392 3.43339 -1.63255
C -5.07785 2.50204 -1.97290
C -4.85606 1.12239 -1.74692
C -5.81824 0.12437 -2.04691
C -5.56515 -1.18226 -1.75735
C -4.32407 -1.57135 -1.18847
C -3.35308 -0.64334 -0.91912
C -3.62032 0.72660 -1.18097
H -2.88234 2.58184 5.34589
H -4.57570 1.85597 3.69086
H -3.88232 1.19084 1.42579
H 0.20196 2.05874 2.43244
H -0.49519 2.66270 4.71186
H 1.12738 -0.09469 -0.88608
H 3.33820 0.90826 -1.42663
H 3.71208 3.31771 -1.03636
H 1.91222 4.71118 -0.07414
H -0.27938 3.72268 0.44569
H -2.17694 3.78326 -0.78201
H -4.32270 4.48629 -1.79722
H -6.01260 2.81390 -2.42417
H -6.76002 0.41515 -2.49713
H -6.30795 -1.94017 -1.97462
H -4.14836 -2.61577 -0.95638
Br 0.85055 -5.48507 -5.12193
C -0.16246 -4.60474 -3.81682
C -1.53131 -4.48688 -3.95817
C -2.22874 -3.80216 -2.97320
N -1.65012 -3.31309 -1.88443
C -0.32773 -3.50530 -1.72161
C 0.46111 -4.10620 -2.67882
C 0.13606 -3.26304 -0.32239
C 1.45951 -3.20982 0.07797
C 1.76443 -3.48896 1.40212
Br 3.52649 -3.27408 2.01821
C 0.77610 -3.88975 2.27081
C -0.53457 -3.82441 1.81241
N -0.85934 -3.48376 0.57223
H -2.04594 -4.93434 -4.79726
H -3.30175 -3.67131 -3.05048
H 1.52213 -4.24952 -2.52370
H 2.23770 -2.93793 -0.62512
H 1.00820 -4.21899 3.27425
H -1.35753 -4.06843 2.47145
C 1.30107 -1.21472 -4.91175
C 1.01867 -0.86145 -3.45431
As -0.85495 -0.39533 -3.06169
C -1.81071 -1.07197 -4.62501
C -3.33183 -1.01299 -4.49051
C -0.72989 1.50587 -3.52304
C -1.99832 2.13341 -4.09106
H 2.37518 -1.34193 -5.05229
H 0.97085 -0.42634 -5.58989
H 0.81703 -2.14537 -5.21056
H 1.59771 0.01217 -3.16005
H 1.31003 -1.68265 -2.80220
H -1.47747 -2.09076 -4.80552
H -1.47183 -0.45776 -5.45846
H -3.68895 -1.68110 -3.71202
H -3.79715 -1.29966 -5.43459
H -3.67477 -0.00894 -4.24403
H 0.07434 1.55993 -4.25952
H -0.39927 2.03394 -2.63228
H -2.25556 1.70207 -5.05990
H -1.84042 3.20203 -4.24139
H -2.84807 2.01227 -3.42781
C 7.64130 2.43426 1.75723
C 6.66929 1.89651 2.77617
C 6.06213 0.66033 2.61885
C 5.13743 0.18087 3.54211
C 4.80675 0.93806 4.65794
N 3.85227 0.50724 5.61841
C 2.60082 -0.02203 5.45431
O 1.87542 -0.24857 6.40242
N 2.21875 -0.23737 4.13555
C 0.95876 -0.62734 3.70603
C -0.10468 -0.96489 4.54347
C -1.34005 -1.23781 3.97589
C -1.48928 -1.18844 2.60426
N -0.45446 -0.93245 1.79471
C 0.72881 -0.66078 2.32896
C 5.46247 2.14719 4.86179
C 6.36628 2.62139 3.92710
H 7.57416 1.88812 0.81718
H 8.66744 2.35141 2.12041
H 7.45882 3.49181 1.56495
H 6.33724 0.04012 1.77203
H 4.73171 -0.81703 3.42256
H 4.00469 0.78961 6.57381
H 2.87948 0.02026 3.41932
H 0.03592 -0.98642 5.61287
H -2.18657 -1.48719 4.60241
H -2.44920 -1.35568 2.12794
H 1.53765 -0.43992 1.63613
H 5.24612 2.72279 5.75515
H 6.84760 3.57895 4.09249
```

Computed properties:
⟨S²⟩: 0.767
frontier orbital gap (spin up / spin down): 5.9204 / 5.9827 eV
LUMO level (spin up / spin down): -0.2374 / -0.2351 Eh
2S+1: 2
charge: +2

=====

Below is C51H50N3OP2Ti as an isolated structure, with properties calculated with the ωB97M-V functional and the def2-TZVPD basis.

```
108
C51H50N3OP2Ti, DFT the ωB97M-V functional and the def2-TZVPD basis
Ti -0.20983 0.09777 -0.14704
C -2.92287 -1.55114 -0.75978
P -1.37711 -1.77314 -1.69439
C -1.84982 -1.28398 -3.39079
C -3.18516 -1.17117 -3.77328
C -3.51862 -0.85353 -5.08396
C -2.52457 -0.65241 -6.03251
C -1.19006 -0.76470 -5.66437
C -0.86171 -1.07090 -4.35039
C -1.12724 -3.57367 -1.81486
C -1.62291 -4.41583 -0.82025
C -1.41460 -5.78882 -0.88991
C -0.69945 -6.33087 -1.94795
C -0.19179 -5.49708 -2.93736
C -0.39955 -4.12600 -2.87025
C -3.17665 -0.08188 -0.64612
C -4.31804 0.65623 -0.69172
C -3.93747 2.03606 -0.55575
C -2.58046 2.07094 -0.44511
C -1.61546 3.21210 -0.38178
P -0.01649 2.67492 0.40897
C 1.20062 3.74274 -0.42607
C 1.00173 5.12689 -0.42855
C 1.87852 5.95966 -1.10366
C 2.96696 5.42213 -1.78502
C 3.17418 4.05224 -1.79031
C 2.28901 3.21772 -1.11381
C -0.17251 3.40010 2.07456
C 0.86235 4.11459 2.67464
C 0.69274 4.65098 3.94605
C -0.51005 4.48224 4.61761
C -1.54202 3.76422 4.02584
C -1.37140 3.21169 2.76392
N -2.07722 0.77013 -0.47594
H -2.70739 -1.95791 0.21187
H -3.75565 -2.10773 -1.17764
H -3.98196 -1.31655 -3.05679
H -4.56273 -0.76026 -5.36093
H -2.78908 -0.41088 -7.05582
H -0.40488 -0.60505 -6.39526
H 0.18201 -1.13412 -4.07432
H -2.19031 -4.01326 0.00911
H -1.81760 -6.43309 -0.11741
H -0.54607 -7.40247 -2.00809
H 0.36476 -5.91554 -3.76812
H -0.00653 -3.49300 -3.65595
H -5.32332 0.26792 -0.80289
H -4.60070 2.89453 -0.55268
H -2.02199 4.04688 0.18055
H -1.36445 3.57835 -1.37542
H 0.16216 5.55751 0.10738
H 1.71572 7.03157 -1.09768
H 3.65138 6.07687 -2.31161
H 4.02087 3.62573 -2.31687
H 2.46279 2.15395 -1.12897
H 1.80049 4.25973 2.15160
H 1.50013 5.21009 4.40700
H -0.64556 4.91444 5.60192
H -2.47931 3.62368 4.55128
H -2.17755 2.64170 2.31521
C 2.32067 -1.76476 -2.72618
C 3.26539 -0.89219 -1.93749
C 4.51393 -0.61071 -2.48807
C 5.44066 0.15942 -1.80792
C 5.11388 0.67041 -0.56151
C 3.87541 0.41949 0.01744
C 3.56346 1.01980 1.36781
C 2.95230 -0.36967 -0.68112
N 1.67894 -0.63495 -0.03760
C 1.51783 -1.84152 0.59306
C 2.45264 -2.98286 0.34766
C 0.46518 -1.96969 1.56887
C 0.49405 -3.11397 2.54137
N -0.42474 -0.98782 1.64457
C -1.11450 -0.77029 2.91347
C -0.44428 0.05974 3.82661
C 0.97735 0.48777 3.58597
C -1.06839 0.41472 5.01240
C -2.32624 -0.07222 5.32624
C -2.91237 -0.99253 4.48409
C -2.31042 -1.38791 3.28923
C -2.94588 -2.55943 2.58385
H 2.12321 -1.31642 -3.70215
H 1.37716 -1.91553 -2.21610
H 2.76044 -2.74890 -2.91114
H 4.75681 -1.01845 -3.46522
H 6.41268 0.35865 -2.24356
H 5.82804 1.28472 -0.02026
H 3.92810 0.38911 2.18449
H 2.49883 1.14635 1.51665
H 4.04287 1.99555 1.46448
H 2.13934 -3.54219 -0.54163
H 2.45861 -3.67798 1.18098
H 3.46753 -2.63595 0.17480
H 0.29298 -4.06201 2.03636
H -0.24852 -2.97469 3.31994
H 1.47274 -3.19760 3.01501
H 1.06160 1.15741 2.74032
H 1.62427 -0.36856 3.37937
H 1.36998 1.00814 4.46037
H -0.54371 1.06230 5.70518
H -2.81473 0.21454 6.24981
H -3.85153 -1.45898 4.76406
H -3.84828 -2.27741 2.03860
H -3.24553 -3.29743 3.32890
H -2.25706 -3.05554 1.90340
O -0.08013 1.58533 -2.96823
C 0.05119 1.00344 -2.02730
```

Computed properties:
⟨S²⟩: 2.008
frontier orbital gap (spin up / spin down): 6.8649 / 6.6930 eV
LUMO level (spin up / spin down): -0.1004 / -0.1251 Eh
2S+1: 3
charge: +1

=====

Below is C51H51N7OOsP2SSe2Si as an isolated structure, with properties calculated with the ωB97M-V functional and the def2-TZVPD basis.

```
117
C51H51N7OOsP2SSe2Si, DFT the ωB97M-V functional and the def2-TZVPD basis
Os 0.46341 1.34097 0.21410
C 4.00890 -0.13357 1.00565
C 3.51762 1.11031 1.68658
C 4.28857 1.85769 2.56093
C 3.75755 2.99977 3.16138
C 2.44242 3.36230 2.93959
C 1.69860 2.54270 2.10217
N 2.25331 1.48081 1.47399
N 0.39512 2.61658 1.71741
Si -0.94435 3.22198 2.78856
C -0.56116 2.76978 4.53698
C -2.46286 2.37628 2.12959
C -1.08144 5.05513 2.54665
H 3.93218 -0.98021 1.69217
H 5.05291 -0.03959 0.70797
H 3.39261 -0.34741 0.13147
H 5.29803 1.53605 2.77708
H 4.37885 3.60600 3.80779
H 2.01032 4.25567 3.37050
H 0.05213 1.86871 4.58032
H -1.48748 2.56614 5.08237
H -0.03696 3.57260 5.06227
H -2.70441 1.48997 2.72578
H -2.33872 2.07641 1.08517
H -3.32636 3.04797 2.17700
H -0.21618 5.59600 2.93993
H -1.96405 5.42337 3.08090
H -1.19711 5.31361 1.49041
Se -1.65550 -3.28782 5.29574
P -1.93382 -3.27057 3.22893
C -3.63685 -2.98155 2.69445
C -4.59219 -2.61985 3.63589
C -5.90425 -2.39456 3.23286
C -6.26186 -2.54474 1.89997
C -5.30691 -2.90684 0.95668
C -3.99541 -3.11795 1.35347
C -1.34788 -4.80514 2.48326
C 0.00218 -5.11121 2.67494
C 0.48494 -6.35992 2.32365
C -0.37507 -7.30852 1.77950
C -1.71227 -7.00423 1.57900
C -2.20667 -5.75449 1.93720
C -0.97650 -1.84581 2.47926
C -0.74684 -1.28670 1.24751
N -0.03030 -0.13167 1.48265
N 0.13192 0.01009 2.81344
N -0.42489 -0.97770 3.40475
P -1.00318 -1.65093 -0.47946
Se 0.61206 -0.56218 -1.47932
C -0.93379 -3.37588 -0.90715
C -2.05574 -4.04725 -1.39401
C -1.91818 -5.33716 -1.88283
C -0.67349 -5.95074 -1.88535
C 0.44032 -5.29085 -1.37773
C 0.31681 -4.00184 -0.89244
C -2.58369 -0.96841 -0.97523
C -3.37762 -0.26979 -0.07359
C -4.56343 0.31133 -0.51116
C -4.94872 0.18813 -1.83604
C -4.14625 -0.50288 -2.74377
C -2.95814 -1.07098 -2.32076
H -4.30434 -2.53238 4.67652
H -6.64992 -2.11079 3.96483
H -7.29034 -2.39191 1.59591
H -5.58750 -3.02556 -0.08389
H -3.24963 -3.41726 0.62739
H 0.65464 -4.38422 3.14597
H 1.52526 -6.60616 2.49787
H -0.00199 -8.29378 1.52677
H -2.38188 -7.74872 1.16627
H -3.26128 -5.54180 1.82652
H -3.02318 -3.56409 -1.41558
H -2.78278 -5.85847 -2.27251
H -0.56875 -6.95023 -2.28890
H 1.40537 -5.78070 -1.36963
H 1.18876 -3.47148 -0.52716
H -3.08595 -0.18885 0.96522
H -5.18861 0.84571 0.19299
H -5.88255 0.62404 -2.16925
H -4.45461 -0.59837 -3.77700
H -2.31725 -1.58736 -3.02734
C -1.63473 2.07890 -2.76780
C -0.81741 3.12641 -2.10786
N -0.10628 3.02641 -0.98763
C 0.44742 4.27874 -0.72555
C 0.07153 5.12804 -1.70109
N -0.71814 4.38716 -2.55670
H -1.69493 1.19961 -2.13662
H -1.20014 1.78554 -3.72476
H -2.64702 2.44497 -2.94855
H 1.06395 4.45770 0.13829
H 0.27671 6.17386 -1.85291
H -1.18667 4.74025 -3.37589
O 2.28207 1.76830 -1.16750
S 2.52003 2.67769 -2.38079
C 2.96998 1.57795 -3.70243
C 3.54553 0.34931 -3.40855
C 3.92415 -0.47306 -4.45804
C 3.72550 -0.06384 -5.77375
C 3.13903 1.16379 -6.04892
C 2.75055 1.99555 -5.00649
C 4.10341 3.43750 -2.08279
C 4.85565 3.03628 -0.99228
C 6.10820 3.60636 -0.80108
C 6.57953 4.56389 -1.68920
C 5.79863 4.96819 -2.76679
C 4.54728 4.40806 -2.96955
H 3.69167 0.05014 -2.37785
H 4.38489 -1.43045 -4.25063
H 4.03093 -0.70695 -6.58938
H 2.98201 1.47467 -7.07369
H 2.28620 2.95439 -5.21112
H 4.45843 2.29509 -0.31377
H 6.71667 3.29965 0.04058
H 7.55917 5.00069 -1.54280
H 6.16553 5.72251 -3.45060
H 3.93696 4.72164 -3.80959
```

Computed properties:
frontier orbital gap (spin up / spin down): 4.8370 / 4.2058 eV
LUMO level (spin up / spin down): -0.2382 / -0.2614 Eh
charge: +2

=====

Number 1: strongest force on any atom 0.0471 hartree/bohr. Number 2: strongest force on any atom 0.0649 hartree/bohr. Number 3: strongest force on any atom 0.0279 hartree/bohr. Number 4: strongest force on any atom 0.0687 hartree/bohr.